No. 1
# C20H26ClF17NO15PS2

A 6-piece molecular cluster, C20H26ClF17NO15PS2 overall (wB97M-V/def2-TZVPD, the OMol25 dataset).

Atoms and positions in Å:
O (5.45582, 4.22752, -1.17640)
S (4.99500, 3.48046, -2.45335)
O (4.88668, 1.91808, -2.25462)
F (6.22436, 3.67217, -3.68332)
N (3.50830, 4.06912, -3.15471)
P (2.05884, 3.28892, -2.46930)
O (1.95779, 1.74352, -3.33969)
Cl (2.29585, 2.74326, -0.43070)
S (3.40313, 5.81139, -3.17268)
O (4.78095, 6.49872, -3.51174)
O (2.77197, 6.44719, -1.91132)
F (2.36021, 6.22488, -4.51018)
H (1.17023, 1.84711, -3.97058)
C (-2.38159, -0.62604, 3.72222)
C (-1.22462, -1.25695, 2.97022)
O (-1.35208, -1.01576, 1.56064)
C (-0.87414, 0.18721, 1.10771)
O (-0.36183, 1.03587, 1.83229)
C (-1.03079, 0.29181, -0.40874)
F (-2.24498, -0.15046, -0.84656)
F (-0.09621, -0.44704, -1.07279)
F (-0.90545, 1.56791, -0.87096)
H (-3.33825, -0.97603, 3.32106)
H (-2.33236, -0.87282, 4.78654)
H (-2.37179, 0.46337, 3.61742)
H (-1.24478, -2.34274, 3.11030)
H (-0.25784, -0.90236, 3.34562)
C (4.94808, -0.65668, -1.17296)
C (3.51564, -1.04065, -0.85232)
O (3.47984, -2.27303, -0.11659)
C (3.66252, -2.17316, 1.23890)
O (3.85008, -1.11179, 1.82711)
C (3.55507, -3.54718, 1.89892)
F (4.21681, -4.51926, 1.20703)
F (2.26148, -3.96757, 1.99994)
F (4.06306, -3.57246, 3.16348)
H (5.45779, -1.47269, -1.69542)
H (4.97794, 0.23870, -1.80025)
H (5.51675, -0.45952, -0.25883)
H (2.96418, -1.20966, -1.78308)
H (2.99524, -0.24232, -0.31087)
C (-5.45255, -7.01000, 4.62719)
C (-4.99340, -6.24298, 5.85315)
O (-4.39910, -4.99369, 5.46919)
C (-5.26597, -3.95331, 5.25274)
O (-6.48505, -4.04386, 5.36825)
C (-4.49989, -2.67973, 4.89752)
F (-3.48934, -2.90134, 4.00800)
F (-3.92243, -2.10670, 5.99228)
F (-5.29041, -1.72038, 4.33849)
H (-4.62589, -7.13768, 3.92083)
H (-5.83426, -7.99580, 4.90752)
H (-6.24312, -6.46908, 4.09774)
H (-4.22025, -6.81576, 6.37578)
H (-5.81387, -6.08819, 6.56322)
C (6.02082, 2.42082, -8.91158)
C (6.30965, 0.93995, -8.75126)
O (6.23427, 0.56150, -7.36834)
C (4.98185, 0.27848, -6.88664)
O (3.95970, 0.33497, -7.56466)
C (5.05330, -0.15215, -5.42222)
F (5.89136, 0.62935, -4.68163)
F (5.50772, -1.43087, -5.28552)
F (3.84440, -0.10892, -4.79414)
H (6.68704, 3.01407, -8.27688)
H (6.15376, 2.73100, -9.95187)
H (4.99658, 2.65731, -8.60678)
H (7.33096, 0.72741, -9.08404)
H (5.63792, 0.32887, -9.36500)
C (-8.03107, 2.91218, 1.57872)
C (-7.46483, 1.76344, 2.39229)
O (-6.06625, 1.96886, 2.64354)
C (-5.75546, 2.76465, 3.71631)
O (-6.59388, 3.29055, 4.44307)
C (-4.24079, 2.86001, 3.89452)
F (-3.58018, 3.04358, 2.71492)
F (-3.71782, 1.72938, 4.44994)
F (-3.86280, 3.89059, 4.70250)
H (-7.45522, 3.05281, 0.65826)
H (-9.07613, 2.72350, 1.31728)
H (-7.97664, 3.85302, 2.13526)
H (-7.55233, 0.83246, 1.82256)
H (-8.01729, 1.62068, 3.32810)

Calculated values
SMILES = O=S(=O)(F)N(P(O)Cl)S(=O)(=O)F.CCOC(=O)C(F)(F)F.CCOC(=O)C(F)(F)F.CCOC(=O)C(F)(F)F.CCOC(=O)C(F)(F)F.CCOC(=O)C(F)(F)F
Lowest unoccupied orbital energy = -0.089 Eh
HOMO = -10.985 eV


No. 2
# C29H24ClFIrP

C29H24ClFIrP as an isolated structure (wB97M-V/def2-TZVPD, the OMol25 dataset).

Atoms and positions in Å:
C (1.62861, 0.38759, -0.83049)
C (0.85726, 1.52074, -1.24123)
C (0.54164, 2.26152, -0.01187)
H (0.67824, 1.80194, -2.27350)
C (1.03377, 1.50587, 1.10723)
C (1.75283, 0.39015, 0.59132)
H (2.30020, -0.33560, 1.18133)
H (2.04828, -0.33977, -1.52301)
H (0.07980, 3.23830, 0.06673)
H (0.91091, 1.77694, 2.15019)
Ir (-0.70019, 0.49985, -0.14655)
Cl (-1.80373, 0.12632, 1.86731)
P (-2.40003, 1.86508, -0.70407)
C (-2.37797, 3.46295, 0.21380)
C (-2.62660, 4.70753, -0.40211)
H (-2.68277, 4.78875, -1.48815)
C (-2.83374, 5.85693, 0.37468)
H (-3.09114, 6.79997, -0.11437)
C (-2.74304, 5.79067, 1.77233)
H (-2.97212, 6.66558, 2.38146)
C (-2.36939, 4.58782, 2.38362)
H (-2.25388, 4.52069, 3.47080)
C (-2.17012, 3.44566, 1.60341)
H (-1.87671, 2.51993, 2.09949)
C (-2.42013, 2.50063, -2.44499)
C (-1.33674, 3.24759, -2.94679)
H (-0.48524, 3.47650, -2.30816)
C (-1.35508, 3.74519, -4.25260)
H (-0.47030, 4.25252, -4.64140)
C (-2.50689, 3.63742, -5.03410)
H (-2.55049, 4.08026, -6.03185)
C (-3.62896, 2.98364, -4.50442)
H (-4.57220, 2.96479, -5.05717)
C (-3.56327, 2.36024, -3.25206)
H (-4.42111, 1.79212, -2.88510)
C (-4.13708, 1.33282, -0.42930)
C (-5.08959, 2.19818, 0.13704)
H (-4.78170, 3.16381, 0.54681)
C (-6.44313, 1.84634, 0.15808)
H (-7.17989, 2.56547, 0.51826)
C (-6.84942, 0.58507, -0.29117)
H (-7.90937, 0.31624, -0.29002)
C (-5.88765, -0.32096, -0.75291)
H (-6.18013, -1.32801, -1.05243)
C (-4.54704, 0.06500, -0.86242)
H (-3.82562, -0.62050, -1.30744)
F (-0.95243, -5.61419, -0.98817)
C (-0.90911, -4.24990, -0.85703)
C (-2.09486, -3.55499, -0.60525)
C (-2.00433, -2.19720, -0.30313)
C (-0.79105, -1.50879, -0.39452)
C (0.36769, -2.26417, -0.58632)
C (0.32654, -3.62853, -0.84957)
H (-3.04876, -4.08299, -0.58474)
H (-2.88604, -1.67054, 0.04435)
H (1.34649, -1.82462, -0.51748)
H (1.25235, -4.17693, -0.98216)

Calculated values
Total charge = +1
Lowest unoccupied orbital energy (alpha / beta) = -0.076 / -0.234 Eh
2S+1 = 6
HOMO (alpha / beta) = -9.553 / -11.915 eV


No. 3
# C5H6NO3

A 2-piece molecular cluster, C5H6NO3 overall (wB97M-V/def2-TZVPD, the OMol25 dataset).

Atoms and positions in Å:
C (-0.46561, -0.95416, -2.14077)
C (-0.18171, 1.97481, 1.26806)
C (-2.18337, 0.80124, 0.03199)
C (-1.02478, 1.52185, -0.02775)
C (1.53182, 0.50035, -1.49652)
N (0.53243, -0.41944, -1.91962)
O (0.80741, 1.23672, 1.46940)
O (-1.45296, -1.55655, -2.35889)
O (-0.52981, 3.06148, 1.74408)
H (-2.46603, 0.30819, 0.93934)
H (-2.82853, 0.40030, -0.79385)
H (-0.62587, 2.03594, -0.99942)
H (2.43753, 0.08553, -1.72798)
H (1.28201, 1.44052, -2.01619)
H (1.25970, 0.79268, -0.44019)

Calculated values
Total charge = -1
Energy above the lowest of the compared OMol25 structures with the same formula, charge and spin = 19.61 kcal per mole
Lowest unoccupied orbital energy = 0.127 Eh
HOMO = -4.477 eV